Record 1
Below is 13 unconnected molecules or ions with the total composition C4H32NO15 at a distorted geometry, with properties calculated with wB97M-V/def2-TZVPD.

Computed properties:
M   334.3 g mol⁻¹
Highest occupied orbital energy   -7.0 eV
Net charge   -1
LUMO energy   2.514 eV
Largest force on an atom   4.44 eV/A

Last column: natural (NBO) charge in e.
Geometry (Å):
1 O 4.79 -0.65 -0.23  -0.97
2 O -0.54 3.24 -2.38  -1.02
3 O -2.93 3.62 -1.72  -0.97
4 O -5.38 0.68 -0.54  -0.96
5 O 2.02 -1.21 2.56  -1.02
6 O -1.17 -0.80 1.98  -1.04
7 O 0.79 3.08 -0.21  -1.03
8 O 0.47 -3.91 -0.42  -0.75
9 O -1.27 0.81 -0.09  -0.82
10 O -1.03 0.78 -2.40  -0.72
11 O 1.32 0.82 1.14  -1.02
12 O 3.29 3.15 1.38  -0.98
13 O -3.50 1.23 2.95  -0.97
14 O 3.81 -3.13 0.64  -0.95
15 O -3.09 -3.13 1.42  -0.96
16 N 1.61 -0.55 -1.76  -0.86
17 C -1.00 0.34 -1.23  0.83
18 C 0.68 -1.42 -1.02  -0.10
19 C 1.09 -2.89 -1.33  -0.06
20 C -0.81 -1.21 -1.27  -0.55
21 H -5.27 1.22 0.27  0.48
22 H 0.35 3.50 -1.01  0.51
23 H -0.86 2.25 -2.49  0.49
24 H 3.27 -3.70 0.08  0.48
25 H 2.45 3.62 1.24  0.50
26 H -1.45 -1.64 -0.47  0.22
27 H 4.58 -1.42 0.31  0.49
28 H 1.58 1.73 1.34  0.52
29 H 3.94 -0.30 -0.50  0.47
30 H -3.24 3.57 -0.81  0.46
31 H -2.22 2.89 -1.61  0.49
32 H -2.25 -2.70 1.66  0.49
33 H -1.20 -0.12 1.25  0.50
34 H 0.80 -1.35 0.09  0.20
35 H 3.07 -2.64 1.04  0.49
36 H -3.65 -2.40 1.13  0.47
37 H 2.01 -0.26 2.28  0.52
38 H -1.33 -1.65 -2.09  0.22
39 H 0.10 2.41 -0.10  0.47
40 H 3.51 2.55 0.66  0.49
41 H 2.15 -2.99 -1.16  0.16
42 H 0.75 -3.36 -2.30  0.18
43 H -4.71 0.93 -1.19  0.48
44 H 1.20 -0.40 -2.70  0.38
45 H 0.19 -3.40 0.35  0.46
46 H 0.45 0.69 0.76  0.50
47 H -1.08 3.66 -3.05  0.48
48 H -0.28 -0.92 2.35  0.50
49 H -3.02 1.98 2.60  0.47
50 H 2.52 -1.37 3.36  0.48
51 H -3.23 0.41 2.51  0.49
52 H 1.73 0.35 -1.30  0.38

Record 2
Below is 14 unconnected molecules or ions with the total composition C4H32O13 at a distorted geometry, with properties calculated with wB97M-V/def2-TZVPD.

Computed properties:
M   288.3 g mol⁻¹
Highest occupied orbital energy   -9.5 eV
LUMO energy   -0.019 eV
Largest force on an atom   2.03 eV/A

Last column: natural (NBO) charge in e.
Geometry (Å):
1 O -4.07 0.10 -0.73  -0.97
2 O -2.98 2.50 -1.03  -0.95
3 O 0.43 -2.26 1.56  -1.00
4 O -2.04 -2.95 -0.09  -0.96
5 O 3.25 1.39 0.88  -0.99
6 O 1.49 3.85 1.36  -0.97
7 O -1.38 -1.72 3.23  -0.96
8 O 0.89 0.39 1.75  -1.01
9 O 0.11 0.21 4.42  -0.95
10 O 1.19 -3.60 -0.66  -0.96
11 O 3.18 -2.27 -1.92  -0.97
12 O 2.87 1.84 -2.21  -0.96
13 O -1.20 3.76 0.96  -0.99
14 C -0.40 -1.76 -3.40  -0.36
15 C -0.24 1.04 -1.00  -0.36
16 C -0.82 -0.75 -2.65  -0.24
17 C -0.14 -0.19 -1.47  -0.24
18 H 2.90 1.57 -3.13  0.48
19 H -2.30 2.50 -1.72  0.47
20 H 3.15 1.50 -0.08  0.47
21 H -0.85 0.10 4.39  0.48
22 H -2.57 3.08 -0.37  0.49
23 H 3.46 -1.66 -1.26  0.46
24 H 0.80 -0.58 1.89  0.50
25 H 2.48 0.88 1.19  0.50
26 H 0.64 0.73 2.63  0.50
27 H -3.60 0.90 -0.48  0.50
28 H 2.12 3.13 1.18  0.51
29 H -2.43 -2.66 -0.92  0.48
30 H -1.25 4.40 0.24  0.46
31 H 0.19 1.50 -0.12  0.25
32 H 2.23 1.22 -1.82  0.47
33 H 0.41 -2.43 -3.14  0.21
34 H -1.60 -1.01 2.63  0.49
35 H -0.61 1.87 -1.59  0.15
36 H 1.51 4.29 0.50  0.47
37 H -1.56 -0.03 -2.99  0.19
38 H 2.82 -3.02 -1.40  0.49
39 H 0.25 -0.23 5.27  0.48
40 H -0.04 -2.42 2.40  0.52
41 H -3.85 -0.08 -1.65  0.46
42 H -0.20 -1.97 0.88  0.50
43 H -1.53 -3.72 -0.39  0.48
44 H 1.16 -3.55 0.32  0.50
45 H -0.67 -1.84 -4.45  0.21
46 H 0.57 -0.82 -0.94  0.18
47 H 0.71 -2.78 -0.82  0.46
48 H -0.39 3.88 1.49  0.52
49 H -2.12 -2.34 3.26  0.50

Record 3
Below is 12 unconnected molecules or ions with the total composition C4H33NO13 at a distorted geometry, with properties calculated with wB97M-V/def2-TZVPD.

Computed properties:
M   303.3 g mol⁻¹
Highest occupied orbital energy   -9.2 eV
LUMO energy   0.036 eV
SMILES   C[C@@H](O)[C@@H](N)CO.O.O.O.O.O.O.O.O.O.O.O
Largest force on an atom   3.24 eV/A

Last column: natural (NBO) charge in e.
Geometry (Å):
1 O -0.80 -3.38 1.48  -0.97
2 O -0.37 3.68 0.72  -0.97
3 O 0.98 -2.77 3.43  -0.94
4 O -0.68 1.36 2.05  -0.76
5 O -3.03 -1.60 0.99  -0.93
6 O 2.93 -0.30 2.26  -0.74
7 O -3.31 1.80 2.71  -0.92
8 O -0.06 -3.91 -1.49  -0.90
9 O 1.54 0.36 -3.10  -0.96
10 O -3.76 -0.70 -2.25  -0.96
11 O 1.13 2.92 -1.57  -0.96
12 O -1.48 -1.92 -3.85  -0.98
13 O -0.67 2.19 -3.38  -0.96
14 N 0.26 -0.77 0.57  -0.88
15 C 2.60 -0.05 0.81  0.09
16 C 0.69 1.20 1.91  -0.10
17 C 3.44 1.02 0.14  -0.64
18 C 1.14 0.38 0.71  -0.13
19 H 0.64 0.02 -3.02  0.49
20 H 0.03 -3.30 -0.77  0.45
21 H -2.90 -2.51 0.69  0.47
22 H -1.51 2.15 -3.87  0.48
23 H -0.41 -3.65 0.66  0.45
24 H 4.47 1.07 0.40  0.23
25 H 3.19 1.00 -0.99  0.24
26 H -0.75 -2.13 -3.28  0.48
27 H 0.76 3.08 -2.45  0.50
28 H 1.22 -2.11 2.77  0.47
29 H 0.79 0.44 2.69  0.18
30 H 2.98 2.02 0.34  0.20
31 H -0.96 3.78 -0.02  0.48
32 H -2.34 -1.90 -3.46  0.50
33 H -0.46 -3.92 2.22  0.51
34 H 1.24 2.15 2.07  0.17
35 H -2.15 -1.31 1.17  0.46
36 H -3.09 2.54 2.10  0.45
37 H 0.65 -2.24 4.13  0.47
38 H 0.87 0.92 -0.23  0.23
39 H -0.04 2.03 -4.11  0.48
40 H 0.40 -1.57 1.22  0.36
41 H 0.40 3.27 0.31  0.50
42 H -3.89 0.21 -1.93  0.48
43 H 2.13 -0.39 -3.06  0.47
44 H 2.82 -1.03 0.52  0.20
45 H -0.91 2.30 1.93  0.50
46 H -2.44 1.79 3.14  0.47
47 H 2.70 0.48 2.76  0.46
48 H -4.26 -1.22 -1.60  0.48
49 H -0.76 -0.69 0.54  0.37
50 H -1.02 -4.00 -1.33  0.46
51 H 2.05 3.17 -1.69  0.47

Record 4
Below is 13 unconnected molecules or ions with the total composition C4H33NO14, with properties calculated with wB97M-V/def2-TZVPD.

Computed properties:
M   319.3 g mol⁻¹
Highest occupied orbital energy   -10.0 eV
LUMO energy   0.127 eV
Largest force on an atom   0.58 eV/A

Last column: natural (NBO) charge in e.
Geometry (Å):
1 O 2.30 -1.50 -2.70  -0.99
2 O -1.57 2.76 0.86  -0.97
3 O -3.45 0.62 0.39  -1.04
4 O -0.06 -3.81 0.31  -0.71
5 O -3.50 -1.68 -1.20  -0.97
6 O -2.24 1.85 -1.84  -0.98
7 O 0.22 2.24 2.86  -1.00
8 O 2.62 2.41 1.58  -0.99
9 O 0.51 -0.79 2.96  -1.04
10 O 1.50 2.75 -2.42  -0.96
11 O 3.71 -1.48 -0.30  -0.98
12 O -2.19 -0.09 2.72  -0.99
13 O 0.18 0.30 -3.20  -0.64
14 O 2.96 -0.29 2.11  -1.01
15 N -0.36 -1.87 -0.95  -0.68
16 C 0.65 0.40 -0.41  -0.64
17 C -0.49 -0.40 -1.00  -0.19
18 C -0.72 -0.10 -2.47  0.52
19 C -0.25 -2.41 0.40  0.10
20 H 3.94 -2.40 -0.12  0.48
21 H 1.44 -0.64 2.61  0.52
22 H -2.27 2.09 0.73  0.50
23 H 0.63 -2.06 0.94  0.18
24 H 2.33 2.77 -2.92  0.47
25 H 0.26 1.27 2.92  0.48
26 H 1.60 0.19 -0.88  0.21
27 H 0.64 -1.13 3.86  0.49
28 H 3.23 -0.68 1.26  0.51
29 H -2.19 0.65 3.34  0.49
30 H 2.94 0.68 1.95  0.51
31 H -3.12 0.33 1.27  0.52
32 H -1.25 -0.37 2.66  0.51
33 H 2.35 2.57 0.66  0.48
34 H -0.44 2.43 2.15  0.51
35 H -1.40 -0.17 -0.46  0.23
36 H -2.77 2.49 -2.34  0.49
37 H -2.82 1.49 -1.14  0.50
38 H -3.57 -0.19 -0.15  0.51
39 H -1.71 -0.31 -2.88  0.15
40 H 1.68 -0.77 -2.90  0.51
41 H 0.78 0.19 0.65  0.22
42 H -1.25 2.90 -0.04  0.49
43 H 3.16 -1.49 -1.11  0.51
44 H 1.80 2.52 2.12  0.51
45 H 0.44 -2.18 -1.49  0.39
46 H -2.61 -2.08 -1.36  0.50
47 H 2.80 -1.66 -3.51  0.49
48 H 1.04 1.95 -2.73  0.49
49 H 0.45 1.46 -0.50  0.23
50 H -4.07 -2.41 -0.95  0.49
51 H -0.73 -4.17 -0.28  0.46
52 H -1.15 -2.15 0.96  0.15